# C29H28FeN3O5

A molecular structure, C29H28FeN3O5 (ωB97M-V with the def2-TZVPD basis set, OMol25).

Cartesian coordinates (Å):
H (5.188, -0.585, 2.087)
C (4.619, -0.838, -1.218)
C (4.645, -0.816, 1.181)
H (6.420, -0.990, -0.043)
H (-0.134, 1.564, 2.798)
H (0.472, -3.527, -0.949)
C (-2.603, -2.578, -0.231)
H (-0.248, 1.518, -2.642)
C (1.015, 0.948, -4.283)
H (4.047, 4.245, -0.261)
C (2.507, -0.285, 2.329)
C (-4.346, 0.756, 0.345)
H (-2.104, -2.389, -1.181)
H (2.545, 4.809, -1.047)
C (-3.682, -1.556, 0.000)
N (1.417, 0.443, 2.052)
C (2.149, 0.225, -4.624)
O (3.067, 1.922, 0.021)
C (2.456, -0.268, -2.301)
C (0.751, 1.004, 3.066)
C (2.874, -0.391, -3.627)
C (3.251, -0.811, -1.202)
H (0.415, 1.454, -5.026)
H (-5.276, -2.979, -0.015)
C (-5.673, 0.343, 0.405)
H (-8.140, -0.581, 0.313)
C (-3.358, -0.204, 0.139)
C (-1.923, 0.224, 0.108)
O (-1.308, 0.334, -0.995)
C (-7.462, -1.431, 0.392)
O (1.067, 2.893, -0.036)
H (-3.531, 2.590, -0.436)
H (-1.843, -2.538, 0.555)
H (2.461, 0.141, -5.657)
C (5.340, -0.972, -0.029)
H (0.552, 1.354, 5.163)
H (-7.650, -1.919, 1.351)
O (1.110, -2.382, 1.166)
H (-4.861, 2.814, 0.704)
C (3.282, -0.794, 1.196)
H (-7.716, -2.145, -0.393)
C (0.999, -2.611, -1.198)
H (0.291, -1.904, -1.633)
Fe (0.477, 0.997, 0.092)
H (-3.253, 2.353, 1.284)
H (2.567, -0.045, 5.698)
H (1.778, -2.811, -1.932)
N (1.337, 0.396, -1.977)
C (1.546, -2.052, 0.088)
C (-3.981, 2.210, 0.484)
H (2.697, 4.900, 0.701)
H (5.143, -0.621, -2.140)
C (2.359, 2.930, -0.042)
H (-6.449, 1.086, 0.558)
C (0.645, 0.994, -2.952)
C (-6.025, -0.994, 0.285)
C (2.246, 0.104, 4.675)
O (-1.323, 0.495, 1.183)
C (2.965, 4.307, -0.175)
N (2.604, -1.124, 0.007)
C (2.938, -0.483, 3.638)
H (3.796, -1.115, 3.825)
C (1.131, 0.875, 4.387)
H (3.752, -0.978, -3.858)
C (-5.016, -1.929, 0.083)
H (-3.018, -3.585, -0.257)

The expectation value of S² is 8.81. The largest force on an atom is 0.30 eV/Å. The calculation puts the total energy at -79625.5864 eV. As for the spin multiplicity: 6. For the frontier orbital gap (alpha / beta), the calculation gives 7.1 / 7.0 eV. As for the relative energy (zero: lowest compared OMol25 entry of this formula, charge and spin): 0.00 kcal per mole.

# C29H28IN2O2PdSSe

A molecular structure, C29H28IN2O2PdSSe (ωB97M-V with the def2-TZVPD basis set, OMol25).

Cartesian coordinates (Å):
O (2.544, -0.349, -1.026)
H (-7.515, 0.091, -1.417)
C (-5.591, 0.946, -0.920)
C (3.499, -1.632, 2.247)
H (0.229, -1.838, 0.181)
H (-1.467, -0.296, 0.207)
C (3.932, -2.141, -0.426)
H (2.087, 0.567, 2.828)
C (-0.104, 3.831, 3.027)
C (-2.878, 1.558, -1.380)
C (0.538, -2.575, -0.545)
N (1.663, 1.255, 0.966)
H (1.194, -3.982, 0.933)
C (-3.254, 0.783, -0.268)
H (5.131, -1.934, -2.184)
H (1.872, -5.693, -0.730)
C (0.734, 4.820, 1.006)
C (1.103, 2.463, 1.444)
H (0.290, 1.734, 3.282)
Se (-1.089, 2.220, -1.596)
C (1.071, -3.787, -0.127)
I (2.317, 3.393, -1.163)
H (1.610, -5.206, -3.148)
C (-4.600, 0.496, -0.061)
C (4.300, -2.639, 1.793)
C (1.254, 3.592, 0.639)
N (4.524, -2.885, 0.471)
C (0.044, 4.940, 2.206)
H (-3.611, 2.004, -4.431)
C (0.796, -3.246, -2.832)
C (3.398, -1.415, 3.730)
H (-1.745, 1.105, 1.224)
H (-4.881, -0.090, 0.811)
C (4.196, -2.416, -1.879)
C (0.407, -2.272, -1.906)
C (-7.052, 0.699, -0.636)
H (-2.543, 3.109, -3.581)
H (-4.259, 3.502, -3.753)
H (2.400, -1.108, 4.035)
H (-7.185, 0.184, 0.316)
H (0.700, -3.026, -3.890)
H (4.805, -3.297, 2.494)
H (-0.374, 5.897, 2.496)
C (-5.195, 1.651, -2.043)
C (2.149, 0.386, 1.752)
O (4.279, -0.383, 4.195)
H (0.855, 5.674, 0.351)
H (4.297, -3.490, -2.032)
C (1.461, -4.744, -1.056)
H (-0.641, 3.914, 3.965)
H (-2.717, -0.366, 1.465)
C (3.056, -1.030, -0.081)
H (-5.951, 1.984, -2.754)
C (-3.544, 2.693, -3.584)
S (-0.265, -0.743, -2.492)
H (-7.602, 1.642, -0.590)
C (-3.860, 1.959, -2.300)
H (3.392, -2.022, -2.498)
C (1.310, -4.470, -2.410)
C (-2.240, 0.273, 0.717)
C (0.426, 2.605, 2.651)
Pd (0.701, 0.724, -0.951)
H (5.107, -0.486, 3.716)
H (3.616, -2.357, 4.235)
C (2.876, -0.775, 1.304)

The largest force on an atom is 2.02 eV/Å. The calculation puts the total energy at -125367.7843 eV. For the frontier orbital gap, the calculation gives 6.3 eV. Its total charge is -1. As for the relative energy (zero: lowest compared OMol25 entry of this formula, charge and spin): 0.00 kcal per mole.

# C29H28N6PdS

A molecular structure, C29H28N6PdS (ωB97M-V with the def2-TZVPD basis set, OMol25).

Cartesian coordinates (Å):
H (-4.833, -3.760, 0.513)
C (-2.756, 4.065, 1.979)
C (-0.755, -0.488, -5.212)
H (-0.396, -1.737, 2.796)
H (-2.248, 1.406, -2.855)
C (-1.104, 2.334, 2.002)
C (-3.549, -0.771, -9.571)
H (-3.259, -3.815, -1.433)
H (-3.261, 4.891, 2.465)
N (-1.808, -1.395, 0.383)
C (0.250, -1.032, -4.382)
C (0.031, 1.601, 2.663)
C (-2.063, 1.061, -8.098)
H (1.039, -1.074, -2.395)
H (-4.168, -1.423, -10.189)
H (1.617, -1.315, 2.157)
C (-2.978, 1.471, -9.067)
H (-1.479, 3.648, 3.655)
N (1.858, 0.637, 0.081)
H (-1.365, -2.239, -1.458)
C (-2.594, -1.405, 1.469)
H (-0.559, -0.530, 4.067)
H (-2.753, -1.005, 3.529)
C (-3.118, -3.122, -0.615)
C (-2.642, -1.252, -8.628)
C (-1.918, -0.310, -7.887)
C (-1.683, 0.398, -4.647)
H (-3.148, 2.515, -9.329)
C (-2.204, -0.601, 2.680)
C (-1.754, 3.378, 2.644)
C (4.492, 1.343, 0.503)
H (-4.359, -2.204, 2.388)
H (-2.484, 0.840, -5.224)
H (-2.519, 0.437, 2.579)
H (0.989, -1.722, -4.775)
C (0.278, -0.666, -3.050)
H (5.525, 1.620, 0.671)
N (-1.439, 1.981, 0.756)
C (-2.057, -2.242, -0.626)
C (2.581, 1.186, -0.904)
C (-1.558, 0.703, -3.301)
N (-0.606, 0.187, -2.506)
C (3.906, 1.541, -0.738)
S (-0.651, -1.048, -6.854)
H (2.082, 1.350, -1.851)
C (-3.981, -3.094, 0.473)
Pd (-0.354, 0.249, -0.071)
H (1.972, -0.046, 3.319)
H (4.458, 1.970, -1.562)
N (-3.622, 0.524, -9.695)
H (-2.511, -2.322, -8.517)
H (-3.899, 4.173, 0.153)
H (-2.684, 2.266, -0.866)
C (3.739, 0.790, 1.528)
C (-0.710, -0.714, 2.998)
H (-1.470, 1.812, -7.593)
C (2.421, 0.439, 1.280)
H (0.953, 2.136, 2.420)
C (-3.716, -2.232, 1.519)
H (4.160, 0.633, 2.512)
C (-3.110, 3.674, 0.695)
C (-2.428, 2.617, 0.124)
N (0.164, 0.197, 2.235)
H (-0.089, 1.654, 3.749)
C (1.568, -0.236, 2.320)

The expectation value of S² is 6.05. The largest force on an atom is 1.71 eV/Å. The calculation puts the total energy at -53740.7803 eV. As for the spin multiplicity: 5. For the frontier orbital gap (alpha / beta), the calculation gives 6.3 / 3.0 eV. Its total charge is +4. As for the relative energy (zero: lowest compared OMol25 entry of this formula, charge and spin): 2.22 kcal per mole.

# C29H29As2BiF6N5O4S2

A molecular structure, C29H29As2BiF6N5O4S2 (ωB97M-V with the def2-TZVPD basis set, OMol25).

Cartesian coordinates (Å):
H (2.972, -3.073, -2.885)
H (-1.583, 1.522, -2.804)
H (-4.951, -2.680, -2.356)
C (-0.580, -3.775, 2.846)
C (-4.488, -1.830, -1.869)
N (-2.865, 2.559, -0.372)
F (2.721, 4.224, 4.150)
C (-1.929, -2.227, 1.581)
H (-0.172, 3.371, -1.274)
C (-2.940, -0.960, -0.231)
H (-0.080, 3.616, 2.898)
C (-3.582, -2.051, -0.870)
H (1.827, -3.321, 0.375)
C (-4.241, 0.546, -1.705)
H (-0.325, 0.616, -3.680)
N (-1.998, -1.093, 0.730)
F (5.098, -0.995, 1.920)
O (1.737, -0.652, 1.330)
H (-3.328, -3.058, -0.569)
H (0.583, -4.493, -0.101)
H (0.219, -2.305, 1.515)
H (-1.468, -0.252, -2.630)
N (-2.639, 1.369, -0.048)
F (4.213, 3.324, 2.860)
S (2.828, 0.304, 1.470)
C (-4.839, -0.527, -2.294)
F (3.973, -1.677, 0.203)
C (-3.286, 0.338, -0.686)
C (2.972, -1.999, -2.741)
C (4.109, 0.110, -2.940)
C (4.072, -1.262, -3.152)
H (-2.156, 6.834, 0.960)
C (-1.925, 5.783, 1.073)
H (-0.560, -2.757, -3.786)
C (-0.907, 0.670, -2.762)
H (-3.230, 5.112, -0.528)
H (1.503, 3.096, -0.721)
H (0.798, -3.864, -3.493)
H (3.093, 1.810, -2.152)
S (2.346, 1.673, 3.732)
C (0.748, 2.821, -1.454)
C (-2.522, 4.844, 0.244)
F (5.055, 0.198, 0.113)
H (1.093, 3.040, -2.463)
C (-2.203, 3.512, 0.436)
C (1.887, -1.382, -2.126)
N (-1.327, 3.101, 1.352)
Bi (-0.737, 0.630, 1.299)
C (-0.681, -2.719, 1.949)
H (-4.055, -2.412, 1.873)
H (4.909, -1.760, -3.626)
H (2.035, -4.284, -1.107)
C (-2.968, -3.874, 2.999)
C (4.358, -0.609, 0.900)
H (-3.866, -4.315, 3.412)
C (2.926, 3.357, 3.166)
C (-3.079, -2.810, 2.120)
F (2.231, 3.783, 2.100)
O (0.954, 1.607, 3.298)
H (4.975, 0.685, -3.240)
C (-0.765, 4.004, 2.159)
N (3.235, 0.626, 2.947)
C (-1.044, 5.357, 2.055)
C (1.929, -0.002, -1.951)
C (3.038, 0.747, -2.335)
O (2.638, 1.660, 5.120)
C (-0.088, -3.410, -3.053)
H (-4.477, 1.559, -1.999)
As (0.349, -2.386, -1.447)
H (-5.569, -0.394, -3.080)
H (-0.791, -4.196, -2.781)
H (-1.642, -5.189, 4.061)
C (-1.720, -4.361, 3.369)
C (1.313, -3.773, -0.471)
As (0.362, 0.931, -1.319)
H (0.401, -4.141, 3.124)
O (2.681, 1.471, 0.629)
H (-0.574, 6.052, 2.735)

The largest force on an atom is 0.45 eV/Å. The calculation puts the total energy at -211669.2665 eV. For the frontier orbital gap, the calculation gives 5.7 eV. Its total charge is +1. As for the relative energy (zero: lowest compared OMol25 entry of this formula, charge and spin): 3.35 kcal per mole.

# C29H29As2BiF6N5O4S2

A molecular structure, C29H29As2BiF6N5O4S2 (ωB97M-V with the def2-TZVPD basis set, OMol25).

Cartesian coordinates (Å):
H (4.363, 0.555, 3.555)
C (2.024, 5.315, 0.393)
H (-0.041, -1.311, -3.136)
As (1.502, -0.985, -1.160)
C (-2.911, 4.497, 2.003)
O (-1.774, -0.033, 3.055)
F (-2.485, 5.346, 1.077)
H (3.851, -1.097, -2.049)
H (3.864, -0.571, -0.340)
H (-2.258, 0.752, -1.387)
C (1.624, 2.957, 0.457)
C (-1.801, 1.089, -2.314)
H (3.031, 3.984, 1.725)
H (-3.037, -3.071, 1.392)
C (0.260, -3.520, -0.570)
H (0.930, -2.611, 2.104)
C (1.411, -5.646, -0.503)
N (1.715, -0.703, 1.937)
H (-0.377, 4.451, -1.893)
H (0.849, 2.877, -3.434)
C (2.683, -2.386, 3.320)
Bi (-0.067, 0.374, 0.625)
As (-1.385, -2.437, -0.402)
F (-5.535, 0.093, 2.764)
H (-3.368, 0.306, -3.541)
S (-2.978, 0.387, 2.358)
C (3.642, -0.193, 3.253)
O (-0.926, 2.721, 1.889)
H (3.389, 0.563, -1.612)
H (-2.214, -3.614, -2.485)
O (-3.097, -0.179, 1.025)
C (2.627, -5.009, -0.712)
C (0.242, -4.904, -0.420)
F (-4.341, 0.214, 4.569)
H (3.621, -3.137, -1.003)
C (2.669, -3.631, -0.855)
C (-1.948, -3.078, 1.363)
C (-0.616, 1.816, -2.274)
C (1.493, -2.891, -0.803)
O (-2.575, 2.686, 0.100)
H (-1.595, -2.411, 2.152)
C (3.360, -0.481, -1.301)
H (1.375, -6.723, -0.406)
C (-1.902, 1.354, -4.705)
H (3.540, -5.586, -0.776)
H (1.623, -1.838, -3.490)
H (2.662, -3.404, 3.680)
H (0.778, 6.416, -0.998)
N (-3.268, 1.927, 2.427)
F (-2.389, 4.825, 3.177)
C (2.317, 4.104, 0.923)
C (2.650, 0.175, 2.346)
H (-1.586, -4.088, 1.541)
H (2.508, 6.206, 0.768)
S (-2.338, 2.817, 1.513)
C (1.720, -1.951, 2.440)
C (-4.394, -0.256, 3.333)
C (-2.597, -3.521, -1.472)
F (-4.228, 4.530, 2.070)
C (1.013, -1.062, -3.035)
C (0.388, 4.347, -1.136)
C (0.669, 3.048, -0.624)
H (-0.697, -5.413, -0.240)
C (3.666, -1.484, 3.727)
F (-4.293, -1.580, 3.352)
C (-0.725, 2.093, -4.666)
C (-2.438, 0.860, -3.525)
H (-2.728, -4.504, -1.028)
N (2.670, 1.477, 1.856)
N (1.763, 1.729, 0.998)
H (1.191, -0.101, -3.513)
H (4.440, -1.800, 4.414)
C (-0.083, 2.325, -3.459)
C (1.034, 5.431, -0.629)
H (-0.299, 2.484, -5.581)
H (-3.559, -3.011, -1.501)
N (0.100, 1.915, -1.056)
H (-2.402, 1.175, -5.648)

The largest force on an atom is 1.07 eV/Å. The calculation puts the total energy at -211669.1646 eV. For the frontier orbital gap (alpha / beta), the calculation gives 5.7 / 5.7 eV. Its total charge is +1. As for the relative energy (zero: lowest compared OMol25 entry of this formula, charge and spin): 5.70 kcal per mole.

# C29H29B2F4N8OPdS3

A molecular structure, C29H29B2F4N8OPdS3 (ωB97M-V with the def2-TZVPD basis set, OMol25).

Cartesian coordinates (Å):
C (-2.160, 3.325, -1.819)
Pd (0.187, 0.240, 0.086)
H (-1.809, 2.277, 3.218)
C (-4.067, 2.259, -2.582)
H (2.144, 3.523, -3.590)
H (0.166, 0.409, -7.230)
H (-0.260, 2.979, 3.694)
F (-2.714, -0.490, 1.355)
H (-0.592, -4.488, 2.093)
C (-0.874, -3.778, 1.336)
C (0.049, 1.104, -6.412)
B (1.244, -2.152, 1.935)
H (2.322, 0.338, -2.482)
C (0.078, 0.769, -5.072)
C (-3.543, 3.326, -1.843)
H (-4.166, 4.055, -1.347)
C (4.092, -1.636, -0.374)
F (-1.791, 1.269, 0.182)
C (2.676, -3.309, 3.737)
C (-1.630, 2.264, -2.549)
F (-3.925, 0.537, -0.303)
C (0.453, -1.000, 4.121)
H (3.784, -6.914, 2.084)
N (1.767, -3.308, 2.721)
H (4.045, -0.038, -2.632)
H (-0.466, 0.539, 5.393)
H (-0.174, 2.995, -7.560)
H (0.199, -0.228, -4.675)
N (1.733, -4.537, 2.122)
H (-5.113, 2.034, -2.726)
C (-0.132, 2.484, -6.609)
C (2.721, 4.003, -1.513)
S (-2.888, 1.249, -3.210)
C (-0.038, 1.891, -4.245)
H (2.889, -2.419, 4.306)
C (-0.122, 0.204, 4.430)
B (-3.061, 0.727, 0.777)
N (-0.070, -2.636, 1.124)
F (-3.525, 1.654, 1.658)
C (3.157, -0.691, -0.812)
N (0.353, 0.169, 2.249)
C (2.572, -5.304, 2.793)
C (3.200, -4.566, 3.828)
C (-2.467, -1.999, -1.402)
C (-1.713, -2.551, -0.280)
N (2.280, -1.720, 0.884)
C (-0.739, 2.275, 3.013)
H (3.923, -4.922, 4.542)
C (3.266, 0.276, -1.940)
C (2.272, 3.713, -0.269)
H (5.065, -1.833, -0.789)
H (-2.955, -2.791, -1.966)
H (-1.818, -1.401, -2.042)
N (0.754, -1.006, 2.805)
C (0.823, 2.776, -2.051)
H (-3.243, -1.330, -1.006)
H (-1.555, 4.057, -1.307)
H (-2.691, -4.453, 0.328)
H (-0.605, 2.619, 1.992)
H (3.608, 4.588, -1.705)
O (-0.233, 0.618, -2.220)
C (2.767, -6.739, 2.437)
H (2.608, -7.378, 3.305)
N (2.075, -0.751, -0.041)
H (3.847, -3.070, 1.318)
S (-0.253, 3.352, -5.172)
C (-1.901, -3.733, 0.453)
H (2.074, -7.032, 1.652)
S (0.799, 2.833, -0.323)
C (3.495, -2.267, 0.691)
H (0.667, -1.852, 4.744)
C (1.899, 3.446, -2.541)
N (-0.574, -1.898, 0.209)
H (3.520, 1.273, -1.575)
C (-0.181, 0.911, 3.219)
H (2.683, 4.015, 0.682)
C (-0.160, 1.877, -2.753)

The expectation value of S² is 8.79. The largest force on an atom is 0.14 eV/Å. The calculation puts the total energy at -92709.1752 eV. As for the spin multiplicity: 6. For the frontier orbital gap (alpha / beta), the calculation gives 7.7 / 4.1 eV. Its total charge is +2. As for the relative energy (zero: lowest compared OMol25 entry of this formula, charge and spin): 0.00 kcal per mole.

- Number 1 is which compound?
  C29H28FeN3O5

- What is the relative energy (zero: lowest compared OMol25 entry of this formula, charge and spin) in the fifth record?
  5.70 kcal per mole